{
  "formula": "C41H45NP2Pb",
  "method": "ωB97M-V/def2-TZVPD",
  "species": ["Pb", "P", "P", "N", "C", "C", "C", "C", "C", "C", "C", "C", "C", "C", "C", "C", "C", "C", "C", "C", "C", "C", "C", "C", "C", "C", "C", "C", "C", "C", "C", "C", "C", "C", "C", "C", "C", "C", "C", "C", "C", "C", "C", "C", "C", "H", "H", "H", "H", "H", "H", "H", "H", "H", "H", "H", "H", "H", "H", "H", "H", "H", "H", "H", "H", "H", "H", "H", "H", "H", "H", "H", "H", "H", "H", "H", "H", "H", "H", "H", "H", "H", "H", "H", "H", "H", "H", "H", "H", "H"],
  "coordinates": [[-0.12, -0.38, 0.40], [2.01, 0.79, -1.54], [-0.81, 2.29, -0.72], [0.22, -2.96, 0.61], [3.83, -0.19, 0.30], [-0.47, -3.85, 1.38], [0.51, 3.12, -1.60], [3.14, 3.99, -5.12], [6.13, 0.53, 0.53], [3.36, 5.33, -4.47], [-4.29, 1.10, -2.53], [-2.07, -0.05, 1.44], [0.89, -0.55, -3.71], [-3.50, 3.03, -3.76], [-3.18, 1.19, -1.69], [5.94, 1.48, -0.47], [-2.39, 3.13, -2.92], [-1.33, 3.40, 0.65], [-0.49, 3.47, 1.78], [-2.24, 2.22, -1.86], [3.32, -0.73, -3.58], [-0.87, 4.22, 2.89], [2.40, 3.75, -6.20], [3.65, 0.73, -0.75], [2.11, -0.21, -3.08], [-2.88, 4.91, 1.75], [-2.07, 4.95, 2.88], [0.03, -5.16, 1.16], [2.25, 6.38, -4.65], [-4.46, 2.03, -3.57], [1.58, 4.74, -6.99], [2.09, -2.01, -5.22], [0.89, -1.47, -4.76], [3.30, -1.64, -4.64], [1.07, -5.03, 0.23], [1.17, -3.66, -0.11], [4.70, 1.60, -1.11], [-0.03, 5.31, -5.03], [0.13, 4.93, -6.47], [0.87, 5.93, -4.26], [-1.57, -3.50, 2.30], [-2.53, 4.14, 0.64], [2.12, -3.08, -1.07], [1.65, 2.47, -2.01], [5.08, -0.31, 0.92], [-2.46, -4.09, 2.03], [-0.23, 4.25, 3.77], [-1.64, 3.90, -3.09], [5.21, -1.05, 1.71], [2.39, 2.94, -2.66], [-5.33, 1.96, -4.22], [-2.44, 0.97, 1.29], [1.88, -3.38, -2.10], [6.75, 2.15, -0.76], [-1.31, -3.80, 3.32], [-3.81, 5.48, 1.72], [-3.63, 3.75, -4.58], [2.08, -2.74, -6.04], [2.12, -1.98, -1.05], [4.24, -2.06, -5.00], [3.14, -3.41, -0.86], [2.50, 7.21, -3.97], [3.49, 5.17, -3.38], [0.46, 2.93, 1.79], [-0.35, -6.06, 1.64], [-3.04, 0.46, -0.89], [-3.17, 4.11, -0.24], [7.10, 0.43, 1.02], [4.26, -0.44, -3.11], [2.29, 6.81, -5.67], [-1.89, -0.22, 2.51], [-0.42, 4.00, -6.65], [-2.35, 5.57, 3.74], [-0.05, -0.11, -3.36], [-0.35, 5.69, -7.11], [4.54, 2.35, -1.88], [4.30, 5.78, -4.82], [1.47, 4.31, -8.00], [2.06, 5.71, -7.12], [-5.02, 0.31, -2.38], [2.99, -0.80, 0.65], [-1.04, 5.13, -4.64], [0.36, 4.19, -1.77], [-0.06, -1.76, -5.22], [1.70, -5.80, -0.19], [2.39, 2.74, -6.64], [-1.83, -2.44, 2.28], [0.59, 6.23, -3.24], [3.75, 3.18, -4.70], [-2.81, -0.77, 1.05]],
  "lowdin_charge": [1.17, 0.87, 0.91, -0.09, -0.10, -0.42, -0.30, -0.13, -0.08, -0.19, -0.07, -0.42, -0.10, -0.08, -0.09, -0.08, -0.09, -0.36, -0.10, -0.37, -0.09, -0.08, -0.10, -0.37, -0.37, -0.08, -0.08, -0.10, -0.20, -0.08, -0.20, -0.09, -0.08, -0.08, -0.10, -0.42, -0.09, -0.11, -0.18, -0.11, -0.08, -0.08, -0.08, -0.29, -0.07, 0.08, 0.11, 0.07, 0.11, 0.05, 0.11, -0.05, 0.08, 0.10, 0.08, 0.10, 0.10, 0.10, 0.00, 0.11, 0.08, 0.11, 0.10, 0.10, 0.08, 0.07, 0.10, 0.10, 0.10, 0.10, -0.02, 0.11, 0.11, 0.10, 0.12, 0.09, 0.12, 0.11, 0.10, 0.11, 0.07, 0.08, 0.07, 0.11, 0.08, 0.11, 0.02, 0.10, 0.09, -0.02],
  "charge": 0,
  "homo_energy_ev": -5.6,
  "e_lumo_ev": -0.72,
  "homo_lumo_gap_ev": 4.91
}



{
  "formula": "C41H45NP2Ru",
  "method": "ωB97M-V/def2-TZVPD",
  "species": ["Ru", "P", "P", "N", "C", "C", "C", "C", "C", "C", "C", "C", "C", "C", "C", "C", "C", "C", "C", "C", "C", "C", "C", "C", "C", "C", "C", "C", "C", "C", "C", "C", "C", "C", "C", "C", "C", "C", "C", "C", "C", "C", "C", "C", "C", "H", "H", "H", "H", "H", "H", "H", "H", "H", "H", "H", "H", "H", "H", "H", "H", "H", "H", "H", "H", "H", "H", "H", "H", "H", "H", "H", "H", "H", "H", "H", "H", "H", "H", "H", "H", "H", "H", "H", "H", "H", "H", "H", "H", "H"],
  "coordinates": [[0.31, 0.05, -1.10], [-0.11, -1.90, -8.38], [1.70, 0.35, -8.78], [0.69, -0.21, 1.02], [2.43, 4.23, -6.42], [1.26, 2.14, 1.56], [3.38, 3.20, -6.43], [1.22, 4.06, -7.09], [2.40, 0.09, -11.49], [0.01, -2.58, 0.90], [3.43, 1.77, -12.88], [-1.87, -0.49, -1.20], [-0.01, 0.59, -9.35], [-0.28, 2.05, -1.07], [-1.14, -2.19, -6.90], [2.25, 0.05, -1.35], [-1.50, 2.28, -0.17], [0.93, 0.16, 3.22], [-1.58, -1.51, -4.62], [2.85, 0.50, -12.74], [3.13, 2.00, -7.09], [-2.15, -3.77, -11.50], [-1.71, 1.36, -3.01], [-2.57, 0.33, -2.25], [3.19, 2.16, -10.51], [1.91, 1.85, -7.78], [-0.36, 1.50, -2.42], [-1.96, 1.11, 0.77], [-0.88, -0.38, -8.97], [-0.63, -3.07, -9.73], [2.54, 0.92, -10.36], [-2.62, -2.44, -4.53], [0.99, 0.76, 1.94], [0.58, -1.19, 3.04], [-1.94, -0.24, 0.17], [0.93, 2.85, -7.73], [-0.28, -5.18, -10.88], [0.42, -1.39, 1.65], [-0.87, -1.34, -5.80], [-1.44, -4.97, -11.63], [-1.69, -2.79, -10.60], [0.13, -4.24, -9.94], [3.59, 2.61, -11.77], [-2.15, -3.15, -6.81], [-2.92, -3.24, -5.64], [-2.36, -3.80, -7.66], [1.03, -4.41, -9.36], [-2.38, 2.55, -0.77], [-1.30, -0.90, -3.77], [4.33, 3.34, -5.91], [0.44, -1.94, 3.81], [0.53, 2.80, -0.97], [-2.24, 2.33, -2.99], [0.49, 1.77, -3.07], [0.31, -6.09, -11.04], [-2.16, -1.81, -10.59], [-0.25, 1.48, -9.94], [3.77, 2.11, -13.87], [2.40, -0.36, -2.35], [-1.60, 1.10, -4.07], [0.64, -3.43, 1.18], [3.35, 2.80, -9.65], [0.47, 4.86, -7.12], [-0.13, -0.54, -5.88], [-1.42, 1.14, 1.75], [-2.98, -0.41, -2.95], [-1.97, -0.31, -9.01], [2.65, 1.07, -1.27], [-3.44, 0.84, -1.81], [-1.04, -2.83, 1.14], [-2.13, -1.08, 0.86], [-0.04, 2.70, -8.21], [4.03, 3.61, -11.89], [3.86, 1.19, -7.10], [2.73, -0.15, -13.62], [2.62, 5.16, -5.88], [-1.60, -1.52, -1.49], [1.80, 2.18, 0.61], [-3.20, -2.53, -3.60], [-3.01, 1.30, 1.07], [0.10, -2.36, -0.18], [0.35, 2.73, 1.50], [-3.75, -3.94, -5.58], [1.12, 0.66, 4.16], [1.92, -0.88, -11.39], [2.70, -0.60, -0.58], [-1.23, 3.12, 0.49], [-1.80, -5.74, -12.32], [-3.05, -3.59, -12.09], [1.88, 2.62, 2.33]],
  "lowdin_spin": [1.72, 0.29, 0.28, 0.04, 0.01, 0.05, 0.00, 0.00, 0.02, 0.05, 0.02, 0.01, 0.01, -0.01, 0.04, 0.04, 0.00, 0.13, 0.00, 0.00, 0.01, 0.00, 0.01, 0.00, 0.02, 0.05, 0.06, 0.01, 0.01, 0.05, 0.05, 0.02, 0.29, 0.13, 0.02, 0.02, 0.00, 0.29, 0.02, 0.01, 0.02, 0.01, 0.00, 0.02, 0.00, 0.00, 0.00, 0.00, 0.00, 0.00, 0.00, 0.01, 0.00, 0.02, 0.00, 0.00, 0.00, 0.00, 0.01, 0.00, 0.01, 0.00, 0.00, 0.00, 0.00, 0.00, 0.00, 0.02, 0.00, 0.02, 0.00, 0.00, 0.00, 0.00, 0.00, 0.00, 0.01, 0.01, 0.00, 0.00, 0.00, 0.02, 0.00, 0.00, 0.00, 0.01, 0.00, 0.00, 0.00, 0.00],
  "spin_multiplicity": 5,
  "charge": 2,
  "homo_energy_ev": [-12.9, -13.2],
  "e_lumo_ev": [-5.01, -7.63],
  "homo_lumo_gap_ev": [7.86, 5.61]
}



Here are the calculated ΔE to the lowest compared entry with this formula, charge and spin numbers, same order: 0.0; 0.0 (kcal per mole).